{
  "formula": "CH2N2O3S",
  "method": "ωB97M-V/def2-TZVPD",
  "smiles": "N#S(=O)O.N=C=O",
  "homo_lumo_gap_ev": 10.40,
  "e_above_lowest_kcal_mol": 54.68,
  "max_force_ev_per_a": 3.94,
  "charge": 0,
  "homo_energy_ev": -10.92,
  "elements": ["N", "S", "O", "O", "H", "N", "C", "O", "H"],
  "coordinates": [[-1.0305, -1.0442, -0.4161], [-1.6689, -0.3991, -1.5369], [-2.8107, -0.6944, -2.3640], [-1.0765, 0.9956, -2.1848], [-0.5884, 1.5054, -1.5642], [0.9986, -0.5846, 1.3781], [0.7991, 0.3182, 0.6568], [0.7426, 1.1029, -0.1760], [0.5435, -0.8165, 2.2713]]
}

***

{
  "formula": "CH2N2O3S",
  "method": "ωB97M-V/def2-TZVPD",
  "spin_multiplicity": 3,
  "s_squared": 2.01,
  "homo_lumo_gap_ev": [6.58, 7.67],
  "e_above_lowest_kcal_mol": 71.12,
  "max_force_ev_per_a": 10.99,
  "charge": 0,
  "homo_energy_ev": [-6.06, -11.76],
  "elements": ["C", "N", "N", "O", "O", "O", "S", "H", "H"],
  "coordinates": [[0.6489, -0.8670, 0.5189], [1.2200, -0.0223, -0.2005], [-0.6844, -1.0005, 0.4030], [-0.1034, 1.4402, -2.0453], [0.0184, 2.2083, 0.2170], [-1.2240, -0.0230, -0.3379], [-0.0076, 1.0958, -0.6730], [1.2540, -1.6888, 0.8880], [-1.1220, -1.1428, 1.2299]]
}

***

{
  "formula": "CH2N2O3Si",
  "method": "ωB97M-V/def2-TZVPD",
  "smiles": "O=[SiH]O.N#CN=O",
  "homo_lumo_gap_ev": [8.47, 8.47],
  "e_above_lowest_kcal_mol": 51.49,
  "max_force_ev_per_a": 7.60,
  "charge": 0,
  "homo_energy_ev": [-10.53, -10.54],
  "elements": ["O", "Si", "O", "H", "H", "N", "C", "N", "O"],
  "coordinates": [[0.8611, -0.9955, -1.0150], [1.8811, -1.3747, 0.0499], [2.2681, -0.4468, 1.3266], [2.6558, -2.4521, 0.2547], [1.9265, 0.3023, 1.5837], [-3.0267, 0.6915, 0.9421], [-2.6210, 1.1865, 0.0123], [-2.5002, 1.4084, -1.2916], [-1.4448, 1.6803, -1.8628]]
}

***

{
  "formula": "CH2N2O4",
  "method": "ωB97M-V/def2-TZVPD",
  "smiles": "O=C(NO)[N+](=O)[O-]",
  "homo_lumo_gap_ev": 9.71,
  "e_above_lowest_kcal_mol": 56.74,
  "max_force_ev_per_a": 5.58,
  "charge": 0,
  "homo_energy_ev": -10.85,
  "elements": ["O", "C", "N", "O", "N", "O", "O", "H", "H"],
  "coordinates": [[-0.3754, 1.6394, -0.5104], [-0.3192, 0.5499, -0.0849], [0.9042, -0.1167, 0.6020], [2.0230, 0.5798, 0.1188], [-1.5508, -0.3679, 0.0354], [-1.3915, -1.5449, 0.2989], [-2.6114, 0.1667, -0.1211], [0.8758, -1.0304, 0.3167], [2.4453, 0.1240, -0.6554]]
}

***

{
  "formula": "CH2N2O4",
  "method": "ωB97M-V/def2-TZVPD",
  "smiles": "C=[N+]([O-])O[N+](=O)[O-]",
  "homo_lumo_gap_ev": [9.63, 9.63],
  "e_above_lowest_kcal_mol": 123.55,
  "max_force_ev_per_a": 2.82,
  "charge": 0,
  "homo_energy_ev": [-9.82, -9.83],
  "elements": ["C", "N", "O", "O", "N", "O", "O", "H", "H"],
  "coordinates": [[-1.3451, -0.0649, -0.0768], [-0.4290, 0.8685, -0.0206], [-0.3777, 1.9261, 0.5640], [0.7603, 0.4027, -0.6312], [1.5018, -0.6314, 0.0846], [2.6174, -0.7152, -0.3145], [0.8445, -1.1569, 0.8857], [-1.2853, -0.6567, -0.9416], [-2.2868, 0.0277, 0.4504]]
}

***

{
  "formula": "CH2N2OS",
  "method": "ωB97M-V/def2-TZVPD",
  "smiles": "N=C=O.N=S",
  "homo_lumo_gap_ev": [7.42, 7.42],
  "e_above_lowest_kcal_mol": 5.44,
  "max_force_ev_per_a": 4.00,
  "charge": 0,
  "homo_energy_ev": [-8.87, -8.86],
  "elements": ["N", "C", "O", "H", "N", "S", "H"],
  "coordinates": [[-0.7376, 1.4584, -0.7983], [-0.3863, 0.6762, 0.0443], [-0.2435, -0.2181, 0.7618], [-0.2721, 1.6233, -1.5942], [-0.1563, -1.9114, -3.5937], [0.5845, -1.8414, -2.2351], [-1.0699, -1.3667, -3.4832]]
}

***

{
  "formula": "CH2N2OS",
  "method": "ωB97M-V/def2-TZVPD",
  "smiles": "N#[N+][O-].C=S",
  "homo_lumo_gap_ev": 8.52,
  "e_above_lowest_kcal_mol": 28.04,
  "max_force_ev_per_a": 5.56,
  "charge": 0,
  "homo_energy_ev": -9.00,
  "elements": ["N", "N", "O", "C", "S", "H", "H"],
  "coordinates": [[-1.4624, -2.7354, 0.5509], [-2.1457, -1.9177, 0.1970], [-2.7392, -1.0300, -0.1693], [1.5839, 1.5060, -0.2384], [1.2535, 0.0098, 0.2035], [0.9472, 2.3531, 0.1945], [2.5626, 1.8140, -0.7382]]
}

***

{
  "formula": "CH2N2OS2",
  "method": "ωB97M-V/def2-TZVPD",
  "smiles": "O=NNC(=S)S",
  "homo_lumo_gap_ev": 7.84,
  "e_above_lowest_kcal_mol": 44.57,
  "max_force_ev_per_a": 4.17,
  "charge": 0,
  "homo_energy_ev": -8.83,
  "elements": ["O", "N", "N", "C", "S", "S", "H", "H"],
  "coordinates": [[2.7177, -0.6218, -0.2146], [1.8234, 0.1003, -0.1018], [0.4508, -0.6338, 0.1404], [-0.6948, 0.0590, 0.0849], [-2.0427, -0.8657, -0.1523], [-0.6089, 1.7676, 0.0379], [0.2639, -1.5447, 0.4024], [-1.9092, 1.7390, -0.1969]]
}

***

{
  "formula": "CH2N2OS2",
  "method": "ωB97M-V/def2-TZVPD",
  "smiles": "NC(=S)SN=O",
  "homo_lumo_gap_ev": [7.60, 7.59],
  "e_above_lowest_kcal_mol": 41.23,
  "max_force_ev_per_a": 3.98,
  "charge": 0,
  "homo_energy_ev": [-8.58, -8.58],
  "elements": ["N", "C", "S", "S", "N", "O", "H", "H"],
  "coordinates": [[-0.8953, 1.1559, 0.8167], [-0.3898, 0.2517, -0.0582], [-0.7240, 0.2852, -1.7082], [0.4032, -1.1345, 0.6026], [1.4998, -1.9787, -0.6614], [2.3168, -1.4851, -1.3071], [-0.7178, 1.0837, 1.8612], [-1.4930, 1.8218, 0.4544]]
}

***

{
  "formula": "CH2N2S4",
  "method": "ωB97M-V/def2-TZVPD",
  "smiles": "SS[C@H]1N=NSS1",
  "homo_lumo_gap_ev": [8.03, 8.03],
  "e_above_lowest_kcal_mol": 26.00,
  "max_force_ev_per_a": 5.36,
  "charge": 0,
  "homo_energy_ev": [-8.41, -8.41],
  "elements": ["S", "S", "C", "N", "N", "S", "S", "H", "H"],
  "coordinates": [[2.0444, -0.0157, -2.1190], [0.1217, -0.1974, -1.5318], [0.0979, 0.3530, 0.1956], [-0.8505, 1.2064, 0.4589], [-1.9646, 1.0070, 0.9621], [-2.2995, -0.4613, 1.7423], [-0.5448, -1.3939, 1.4291], [2.4171, -1.0995, -1.6755], [0.9783, 0.6016, 0.5381]]
}

***

{
  "formula": "CH2N2S4",
  "method": "ωB97M-V/def2-TZVPD",
  "homo_lumo_gap_ev": [8.02, 5.47],
  "e_above_lowest_kcal_mol": 55.38,
  "max_force_ev_per_a": 2.86,
  "charge": 0,
  "homo_energy_ev": [-8.78, -7.57],
  "elements": ["C", "N", "N", "S", "S", "S", "S", "H", "H"],
  "coordinates": [[-0.4336, 0.4945, -1.2282], [-1.3792, 0.4751, -0.1972], [1.1095, -0.6572, 0.3881], [-0.3354, 1.6358, -2.3545], [0.8587, -0.7541, -1.1626], [-1.5767, -0.5192, 1.0768], [2.2521, -1.2803, 1.3460], [-2.2311, 1.0890, -0.3956], [1.7357, -0.4836, 2.5272]]
}

***

{
  "formula": "CH2N3O",
  "method": "ωB97M-V/def2-TZVPD",
  "homo_lumo_gap_ev": 13.73,
  "e_above_lowest_kcal_mol": 22.12,
  "max_force_ev_per_a": 3.28,
  "charge": 1,
  "homo_energy_ev": -18.68,
  "elements": ["C", "N", "N", "N", "O", "H", "H"],
  "coordinates": [[-0.0265, -0.7658, 0.0116], [2.1132, 1.3085, -0.0233], [1.2747, 0.6086, 0.0635], [-0.9900, 0.0269, 0.0671], [0.4570, -1.7822, -0.0816], [-1.0080, 0.9970, 0.1297], [-1.8204, -0.3930, -0.1672]]
}